# 1
The following is a quantum chemistry calculation of C3F2LiORh as an isolated structure, from the Open Molecules 2025 dataset.

XYZ file:
```
8
Properties=species:S:1:pos:R:3:forces:R:3
C -0.277 -0.857 1.014 -1.456 -1.338 1.398
F -1.303 -1.486 1.634 2.469 1.299 -1.323
Li 0.244 0.970 -2.753 -0.221 0.242 -1.128
F -1.808 -0.027 -0.604 2.208 -0.374 0.235
O 1.591 0.915 -0.062 -2.903 2.404 -4.259
C -0.539 -0.164 -0.113 -2.799 2.909 -1.909
C 0.468 0.911 -0.639 2.154 -3.117 3.840
Rh 1.623 -0.262 1.523 0.548 -2.025 3.146
```
Forces are in eV/Å.

Its spin multiplicity is 5. As for the charge: +2. The total energy comes out at -13780.5404 eV.

# 2
The following is a quantum chemistry calculation of C4H5NO2 as an isolated structure, from the Open Molecules 2025 dataset.

XYZ file:
```
12
Properties=species:S:1:pos:R:3:forces:R:3
O 2.285 1.594 0.005 -0.730 -0.199 0.127
C 1.107 1.385 -0.120 0.195 -0.167 -1.283
C 0.487 -0.022 -0.472 0.695 0.951 0.575
C 0.110 -0.349 0.920 -1.916 -2.058 0.246
N -1.302 -1.515 0.632 1.651 1.768 -0.866
C -1.668 -1.145 -0.486 2.477 2.048 -0.365
O -0.658 0.079 -1.217 -1.638 -1.802 0.703
H 0.325 2.169 -0.047 0.140 0.000 0.148
H 1.292 -0.658 -0.885 -0.383 0.096 0.103
H 0.953 -0.671 1.554 -0.850 -0.438 -0.111
H -0.517 0.411 1.384 0.245 0.061 0.075
H -2.415 -1.279 -1.269 0.115 -0.261 0.649
```
Forces are in eV/Å.

The total energy comes out at -9810.6559 eV.

# 3
The following is a quantum chemistry calculation of a 2-piece molecular cluster, C12H16N overall, from the Open Molecules 2025 dataset.

XYZ file:
```
29
Properties=species:S:1:pos:R:3:forces:R:3
C 1.396 2.211 -1.741 0.590 -2.801 -0.933
C 1.666 0.848 -2.102 -0.192 2.127 0.260
C 0.810 2.432 -0.494 -0.110 -0.418 1.218
C 1.287 -0.244 -1.351 0.729 -2.267 -0.603
C -0.011 1.504 1.622 -1.036 0.709 1.613
C 0.560 1.350 0.365 0.793 -1.164 -2.023
C 0.769 -0.084 -0.034 0.344 1.872 1.233
C 0.610 -1.091 0.895 0.504 0.890 -2.281
C -0.201 0.489 2.487 -0.321 1.615 0.489
C 0.231 -0.896 2.250 -2.154 0.001 2.150
C -1.000 -1.796 2.748 1.238 -1.958 -2.136
C -1.691 -0.361 -1.762 -0.325 -0.507 0.472
N -0.549 -0.842 -2.476 0.707 -2.591 -0.090
H 1.714 2.913 -2.533 -0.451 0.137 1.087
H 2.124 0.685 -3.047 0.375 -0.186 -0.575
H 0.603 3.412 -0.075 0.039 0.011 -0.356
H 1.670 -1.270 -1.627 -0.399 1.392 0.278
H -0.371 2.508 1.843 0.000 -0.236 0.322
H -0.787 0.743 3.378 0.553 -0.406 -0.069
H -1.218 0.494 -1.252 -1.825 0.510 -0.250
H 0.977 -1.166 2.986 0.900 -0.061 -0.061
H -1.787 -1.456 2.092 -0.700 -0.694 0.038
H -1.254 -1.636 3.740 -0.307 1.178 1.898
H -0.834 -2.943 2.805 -0.050 1.871 -1.044
H -1.892 -1.108 -0.978 -0.255 0.401 -0.148
H 0.702 -2.073 0.524 0.469 -1.255 -0.231
H -0.449 -0.446 -3.387 0.168 -0.074 -0.596
H -2.612 -0.294 -2.418 0.992 0.629 1.039
H -0.461 -1.882 -2.457 -0.276 1.276 -0.702
```
Forces are in eV/Å.

As for the charge: +1. The total energy comes out at -14184.2975 eV.

# 4
The following is a quantum chemistry calculation of an isolated ion of composition C4H9N2O2 and charge +1, from the Open Molecules 2025 dataset.

XYZ file:
```
17
Properties=species:S:1:pos:R:3:forces:R:3
N -0.654 1.708 -1.872 -1.103 0.329 4.990
C -0.128 0.494 -1.471 0.774 1.979 -0.718
O 0.491 -0.245 -2.173 -0.019 -1.295 -2.868
C 0.200 0.247 -0.037 -2.368 -2.565 1.463
N 1.248 -0.968 0.009 1.271 4.045 -2.634
C -1.080 0.016 0.927 -0.956 0.146 -1.884
C -0.633 -0.368 2.316 1.073 0.387 0.500
O 0.443 -0.950 2.421 -1.742 0.438 0.816
H -0.789 2.067 -2.748 0.146 -0.121 -3.126
H -1.089 2.427 -1.215 0.965 -1.958 -0.690
H 0.646 1.162 0.180 1.393 1.152 1.478
H 1.165 -1.383 0.917 1.198 0.495 1.830
H 0.861 -1.687 -0.542 -0.473 -0.835 -1.869
H 2.244 -0.612 -0.528 -3.428 -1.631 2.400
H -1.726 0.952 0.745 1.054 -1.161 1.033
H -1.859 -0.802 0.609 1.761 1.062 0.129
H -1.240 -0.073 3.225 0.456 -0.468 -0.850
```
Forces are in eV/Å.

As for the charge: +1. The total energy comes out at -11360.8114 eV. The SMILES is NC(=O)[C@H]([NH3+])CC=O.

# 5
The following is a quantum chemistry calculation of a 2-piece molecular cluster, C2H3O3S overall, from the Open Molecules 2025 dataset.

XYZ file:
```
9
Properties=species:S:1:pos:R:3:forces:R:3
C 1.170 -0.406 0.200 0.803 1.782 -0.108
C 0.166 0.305 -0.546 -2.359 4.109 0.338
O -1.550 -1.138 0.747 -0.056 -1.246 -0.215
O -2.146 1.148 0.496 -0.499 0.964 -0.469
O 0.822 -0.721 -1.099 0.890 -0.524 -3.425
S -1.756 -0.061 -0.247 1.336 0.553 1.027
H 2.142 -0.014 0.348 0.897 0.542 0.086
H 0.830 -1.106 0.825 -1.107 -2.509 2.869
H 0.322 1.994 -0.725 0.095 -3.671 -0.102
```
Forces are in eV/Å.

As for the charge: -1. The total energy comes out at -19097.0399 eV.

# 6
The following is a quantum chemistry calculation of C4H9N3 as an isolated structure, from the Open Molecules 2025 dataset.

XYZ file:
```
16
Properties=species:S:1:pos:R:3:forces:R:3
C 1.081 1.343 -0.271 -0.121 -0.048 0.204
C 0.092 0.943 -1.064 0.198 0.208 0.010
C 1.194 0.519 0.986 0.386 0.403 -0.023
C -2.002 -0.173 -0.547 -0.223 0.244 0.098
N -0.580 -0.199 -0.709 1.575 -1.081 2.198
N 0.218 -0.552 0.933 -2.120 0.581 -2.351
N 0.772 -1.771 0.835 0.549 -0.664 0.110
H 1.763 2.150 -0.465 0.033 0.166 -0.129
H -0.174 1.412 -2.002 0.007 0.117 -0.145
H 2.209 0.113 1.094 -0.148 -0.023 0.072
H 0.971 1.131 1.868 0.186 -0.070 -0.045
H -2.308 -1.083 -0.032 -0.077 -0.004 -0.055
H -2.361 0.694 0.022 -0.037 -0.033 0.028
H -2.466 -0.160 -1.538 -0.075 -0.022 0.055
H 0.066 -2.490 0.738 0.121 0.121 0.054
H 1.525 -1.878 0.152 -0.253 0.106 -0.080
```
Forces are in eV/Å.

The total energy comes out at -8760.8115 eV.